74
Properties=species:S:1:pos:R:3:forces:R:3 method="wB97M-V/def2-TZVPD" charge=-1 e_homo_ev="-5.329 / -5.017" orbital_gap_ev="5.831 / 4.405" multiplicity=5 s_squared=6.089 fmax_ev_per_a=5.840
Pt -2.529 -0.486 5.558 0.8 0.0 -1.1
Pt -4.740 -0.268 0.716 1.8 0.1 1.4
Rb 2.862 -2.643 3.983 -0.8 0.3 0.1
S -1.341 -1.082 1.962 -0.4 1.7 1.1
O -1.796 -0.172 0.929 0.4 2.3 -3.2
O -0.417 -2.085 1.480 0.8 -1.2 -0.3
O -0.782 -0.381 3.137 1.5 0.8 1.4
O -2.626 -1.501 2.450 -4.3 -3.5 1.7
S 0.006 -1.846 7.792 3.1 -1.5 1.3
O -0.631 -0.551 7.792 -1.9 2.8 -1.0
O -0.638 -2.540 6.668 -1.9 -0.6 -1.3
O 1.416 -1.762 7.405 0.3 0.1 0.1
O -0.209 -2.436 9.091 -0.1 -0.6 -0.1
S -5.866 1.501 3.830 0.2 1.1 3.1
O -5.205 1.982 2.590 0.0 0.5 -1.9
O -7.070 2.204 4.258 0.9 -0.6 -1.0
O -6.114 0.132 3.337 -0.4 -1.3 -0.8
O -4.824 1.521 4.864 -0.1 -0.5 0.2
C 9.453 -5.068 -0.179 -0.6 -1.4 -0.3
C 7.952 -5.142 0.151 0.7 1.7 0.3
O 7.176 -4.363 -0.763 -2.0 1.0 -0.7
C 5.854 -4.119 -0.456 -1.5 -2.4 -0.5
O 5.180 -4.593 0.458 2.0 1.1 -0.4
O 5.247 -3.538 -1.511 1.9 0.8 -0.3
C 3.910 -3.099 -1.404 -1.4 0.3 1.3
H 9.957 -5.415 0.723 0.2 0.4 0.2
H 9.851 -4.119 -0.540 -0.3 -0.1 0.2
H 9.665 -5.884 -0.870 0.2 0.4 -0.5
H 7.861 -4.545 1.058 -0.4 -1.1 0.7
H 7.622 -6.180 0.108 -0.2 0.2 0.7
H 3.607 -2.279 -2.055 0.9 -0.4 -0.9
H 3.706 -2.615 -0.449 0.2 -0.5 0.4
H 3.209 -3.926 -1.517 0.1 0.0 0.0
C 0.414 8.000 -5.025 1.4 1.2 0.5
C 0.940 8.400 -3.639 -0.9 -1.0 0.0
O 0.732 7.266 -2.764 0.7 0.0 -0.3
C -0.192 7.256 -1.819 0.5 0.4 1.2
O -1.117 8.031 -1.737 0.2 -0.9 0.3
O 0.240 6.307 -0.940 0.3 0.5 -0.3
C -0.595 5.838 0.122 -1.3 -0.5 -1.1
H -0.646 7.758 -5.096 0.3 -0.1 0.2
H 1.120 7.243 -5.368 -0.6 -0.4 -0.2
H 0.648 8.886 -5.616 -0.4 0.0 -0.5
H 0.510 9.319 -3.243 -0.2 -0.2 0.1
H 2.027 8.487 -3.654 -0.1 0.2 -0.2
H -0.102 5.400 0.990 0.8 1.0 -0.1
H -1.057 4.945 -0.298 -0.7 0.1 0.1
H -1.326 6.617 0.338 0.0 -0.3 0.4
C -0.502 2.754 -4.646 0.1 -1.9 1.0
C -1.678 1.961 -3.870 2.4 1.2 0.2
O -2.695 2.905 -3.898 -4.0 2.0 1.0
C -3.863 2.771 -3.106 0.8 -3.3 -0.6
O -4.114 1.710 -2.512 0.7 3.4 -1.2
O -4.713 3.809 -3.176 -0.2 -2.9 1.4
C -4.698 4.796 -4.131 1.5 1.7 -0.9
H -0.092 3.627 -4.138 -1.2 0.5 0.2
H -0.710 2.966 -5.694 -0.1 -0.1 0.2
H 0.419 2.179 -4.549 -0.1 -0.8 -0.6
H -1.373 1.819 -2.833 0.2 -0.1 0.1
H -1.975 0.973 -4.222 0.1 0.2 -0.6
H -3.854 5.418 -3.834 -0.1 0.7 -0.5
H -5.625 5.369 -4.110 0.0 -0.3 0.3
H -4.521 4.475 -5.157 0.0 -0.4 0.1
C -2.706 -6.507 2.736 -0.6 -1.8 0.1
C -1.268 -6.623 2.400 2.2 1.0 -1.3
O -0.690 -7.971 2.743 -1.1 1.6 -0.6
S -1.830 -8.994 2.346 -1.4 -1.0 0.1
O -1.808 -10.057 3.315 -0.2 1.1 -0.6
O -1.867 -9.428 0.947 0.1 1.8 2.3
O -3.060 -7.908 2.723 0.0 -2.3 -0.2
H -3.331 -6.093 1.945 0.5 0.6 0.1
H -2.914 -6.043 3.700 -0.1 -0.4 0.0
H -0.674 -5.830 2.853 0.2 -0.5 0.1
H -1.199 -6.531 1.316 0.4 0.0 0.0